Entry from OMol25: a molecular structure, C18H30Cl2CoN7O3 at a distorted geometry (ωB97M-V/def2-TZVPD).

Summary:
Spin multiplicity: 5
Total charge: 0
Kohn-Sham gap (alpha / beta): 9.107 / 7.034 eV
⟨S²⟩: 6.034
Energy relative to the best compared isomer or geometry (same formula, charge and spin): 38.1 kJ/mol
Highest occupied orbital energy (alpha / beta): -0.333 / -0.335 Ha

Each line ends with the Mulliken charge.
Atoms and positions in Å:
Co -1.65 1.44 1.62  -0.499
Cl -3.38 1.65 2.90  -0.483
Cl -0.12 3.09 1.59  -0.443
O -1.03 -3.14 1.95  -0.670
O 0.33 -0.68 -2.45  -0.508
O 2.17 -1.39 0.65  -0.750
N 2.72 0.67 -0.12  0.354
N -0.59 0.29 2.96  0.576
N 1.75 0.42 5.46  -0.615
N 0.56 0.79 3.47  -0.493
N -0.04 -4.44 0.35  0.189
N 0.86 0.00 4.49  1.061
N -0.05 -1.00 4.71  -0.862
C -0.50 0.17 -2.31  -0.500
C 0.45 3.90 -2.56  -1.087
C -0.62 1.82 -4.12  -0.608
C 3.08 1.50 -1.26  -1.131
C -0.14 -3.34 1.11  0.157
C 0.14 2.64 -1.95  0.532
C -1.64 0.52 -0.28  1.386
C -0.92 -5.56 0.61  -0.985
C -2.16 -0.85 -0.16  -1.366
C -3.91 1.82 -0.33  -1.837
C 3.04 1.21 1.19  -0.864
C 0.23 4.08 -3.94  -0.501
C -2.42 1.70 -0.30  -0.033
C 1.06 -4.66 -0.57  -0.686
C -0.29 3.05 -4.73  -0.514
C -0.36 1.63 -2.75  0.712
C 2.32 -0.60 -0.29  -0.055
C -0.93 -0.76 3.72  -0.255
H -1.95 2.63 -0.63  0.453
H -3.12 -1.02 -0.71  0.325
H 1.83 -5.32 -0.14  0.303
H -1.66 -0.03 -2.52  0.357
H -1.21 -6.03 -0.34  0.335
H 2.02 -0.35 6.07  0.280
H 2.47 1.00 5.06  0.284
H 2.84 2.55 -1.07  0.350
H -1.52 -1.64 -0.59  0.263
H 0.36 2.45 -0.89  0.532
H -4.45 0.93 -0.04  0.374
H 4.11 1.47 1.24  0.340
H 4.17 1.43 -1.46  0.367
H 2.22 -0.90 -1.36  0.521
H -1.81 -5.21 1.13  0.292
H 2.46 2.12 1.38  0.236
H -0.42 -6.32 1.21  0.309
H -4.26 2.16 -1.30  0.416
H -0.39 3.17 -5.82  0.369
H -2.36 -1.18 0.88  0.585
H 2.81 0.48 1.96  0.190
H 0.69 -5.13 -1.49  0.314
H 0.58 5.01 -4.45  0.330
H 1.54 -3.70 -0.81  0.097
H -1.84 -1.34 3.59  0.503
H 0.93 4.69 -1.97  0.439
H -0.97 0.97 -4.72  0.420
H 0.66 -2.61 0.90  0.454
H 2.55 1.16 -2.16  0.349
H -4.25 2.58 0.38  0.393


Entry from OMol25: a molecular structure, C18H30CoN6PSb (ωB97M-V/def2-TZVPD).

Summary:
Spin multiplicity: 2
Total charge: +2
Kohn-Sham gap (alpha / beta): 7.743 / 8.528 eV
⟨S²⟩: 1.107
Energy relative to the best compared isomer or geometry (same formula, charge and spin): 0.0 kJ/mol
Highest occupied orbital energy (alpha / beta): -0.537 / -0.537 Ha

Each line ends with the Mulliken charge.
Atoms and positions in Å:
Sb 0.07 -1.54 -2.16  0.660
Co 0.02 0.99 -1.12  -0.288
P -0.02 2.16 1.96  -0.285
N 2.48 0.85 2.05  0.171
N -0.02 4.67 0.65  0.168
N -2.52 0.84 2.06  0.152
N -0.01 2.98 -0.74  0.044
N 1.52 0.73 0.09  0.359
N -1.51 0.64 0.12  0.338
C 0.00 4.14 -1.47  -0.736
C 1.63 -2.55 -3.24  -0.833
C -1.40 1.13 1.36  0.013
C 2.76 0.14 0.00  -0.861
C -0.01 5.19 -0.61  -0.201
C 1.38 1.16 1.34  -0.010
C 2.08 -3.86 -2.61  -0.938
C -1.74 -2.45 -2.87  -0.707
C -0.56 -3.72 0.04  -1.218
C -1.53 -3.86 -3.44  -1.054
C -3.37 0.15 1.24  -0.311
C 3.36 0.21 1.22  -0.210
C -0.02 3.32 0.55  0.264
C -0.03 5.46 1.89  -0.751
C 2.74 1.16 3.47  -0.798
C -2.74 0.03 0.03  -0.772
C 0.25 -2.44 -0.19  -0.490
C -2.79 1.17 3.47  -0.790
H 1.93 0.80 4.09  0.343
H -0.04 6.52 1.62  0.327
H -2.40 -2.47 -2.01  0.244
H -2.27 0.49 4.13  0.322
H -0.25 -4.52 -0.64  0.220
H -2.49 -4.26 -3.76  0.407
H 3.12 -0.30 -0.92  0.534
H 2.91 -4.26 -3.19  0.396
H -4.34 -0.19 1.56  0.488
H 2.85 2.23 3.61  0.327
H -3.09 -0.44 -0.87  0.531
H 2.45 -1.84 -3.34  0.515
H -0.01 6.26 -0.81  0.442
H 1.21 -2.70 -4.24  0.444
H -2.49 2.19 3.68  0.337
H 0.00 4.14 -2.55  0.494
H -3.86 1.08 3.64  0.324
H 1.32 -2.62 -0.05  0.491
H 2.42 -3.74 -1.59  0.291
H 0.86 5.26 2.48  0.321
H -1.63 -3.56 -0.09  0.297
H -0.04 -1.66 0.52  0.206
H 1.29 -4.61 -2.62  0.198
H -0.87 -3.86 -4.30  0.282
H -2.16 -1.78 -3.62  0.562
H 3.66 0.67 3.77  0.329
H -1.13 -4.54 -2.69  0.190
H 4.33 -0.13 1.55  0.476
H -0.40 -4.09 1.05  0.435
H -0.92 5.25 2.48  0.313


Entry from OMol25: a molecular structure, C18H31AlF3O5 at a distorted geometry (ωB97M-V/def2-TZVPD).

Summary:
Spin multiplicity: 1
Total charge: -1
Kohn-Sham gap: 7.437 eV
Energy relative to the best compared isomer or geometry (same formula, charge and spin): 190.7 kJ/mol
Highest occupied orbital energy: -0.186 Ha

Each line ends with the Mulliken charge.
Atoms and positions in Å:
Al 1.18 2.10 -1.04  -0.360
F 2.69 4.29 1.54  -0.270
F 2.61 6.40 0.78  -0.326
F 3.44 4.71 -0.47  -0.251
O -5.23 -3.90 0.12  -0.469
O 3.48 -2.88 -1.92  -0.546
O 1.92 -1.59 -3.01  -0.386
O -1.52 1.13 -0.24  -0.387
O 4.33 1.15 0.81  -0.271
C 0.94 4.07 -1.52  -0.865
C -2.12 -1.24 -0.16  -0.248
C 2.11 -0.41 -2.16  -0.487
C 2.33 -2.67 -2.24  0.711
C -2.57 -2.40 0.61  -0.587
C -2.83 -2.21 2.02  -0.395
C 2.47 5.06 0.41  0.906
C 1.00 4.89 -0.14  -0.648
C -1.98 0.04 0.51  0.355
C -6.12 -3.09 -0.64  -0.170
C -0.20 1.50 0.34  -0.514
C -7.56 -3.41 -0.27  -1.093
C 5.27 0.70 2.98  -1.043
C -2.26 0.23 1.93  -0.193
C 1.30 0.85 -2.67  -0.509
C -2.70 -0.92 2.69  -0.402
C 5.53 0.82 1.49  -0.289
C 1.26 -3.71 -1.71  -0.803
H 1.91 1.32 -3.50  0.268
H -5.89 -2.05 -0.42  0.282
H 1.74 -0.66 -1.11  0.170
H -2.65 -3.37 0.07  0.372
H 4.01 1.99 1.16  0.258
H -2.91 -0.82 3.78  0.322
H 6.19 0.44 3.52  0.357
H 0.30 0.48 -3.02  0.283
H 0.29 -3.44 -2.21  0.253
H 1.17 -3.56 -0.61  0.208
H 0.22 0.57 0.84  0.395
H 0.46 5.87 -0.21  0.309
H -1.89 -1.27 -1.25  0.386
H 4.52 -0.07 3.18  0.256
H 2.61 1.99 -0.32  -0.046
H 6.28 1.60 1.29  0.263
H 4.88 1.63 3.39  0.307
H -7.79 -4.46 -0.46  0.318
H 3.18 -0.13 -2.04  0.213
H 1.72 4.42 -2.24  0.377
H -7.73 -3.24 0.80  0.293
H 1.54 -4.76 -1.96  0.343
H -8.26 -2.79 -0.84  0.329
H -5.42 -4.82 -0.08  0.260
H 0.46 4.28 0.64  0.123
H -3.16 -3.09 2.62  0.285
H -0.06 4.32 -1.98  0.374
H -0.39 2.23 1.18  0.131
H 5.90 -0.12 1.09  0.287
H -2.11 1.25 2.35  0.300
H -5.95 -3.27 -1.70  0.262


Entry from OMol25: a molecular structure, C18H31CaCl2N4O4 at a distorted geometry (ωB97M-V/def2-TZVPD).

Summary:
Spin multiplicity: 1
Total charge: -1
Kohn-Sham gap (alpha / beta): 3.519 / 2.349 eV
Highest occupied orbital energy (alpha / beta): -0.038 / 0.004 Ha

Each line ends with the Mulliken charge.
Atoms and positions in Å:
Ca -0.76 -0.14 0.14  0.744
Cl -1.03 -1.48 -2.08  -0.688
Cl 1.30 0.99 1.35  -0.734
O -1.99 0.74 2.42  -0.439
O 1.75 -0.33 -1.73  -0.295
O -2.28 1.51 -0.65  -0.509
O -2.42 -1.68 0.70  -0.094
N -4.39 -1.25 1.79  -0.384
N -1.27 2.25 4.02  0.169
N -4.03 -3.30 0.78  -0.477
N -2.01 1.83 -2.90  0.287
C -3.55 -2.05 1.07  0.240
C 6.31 0.85 -2.99  -0.525
C 1.60 -3.06 0.39  -0.956
C 6.03 0.77 -4.37  -0.363
C 2.85 0.19 -1.56  0.015
C -1.41 1.79 2.77  0.229
C 4.70 0.75 -4.83  -0.469
C -0.35 -4.21 3.09  -1.349
C -0.44 3.42 4.25  -0.953
C 3.64 0.62 -3.93  -0.261
C 5.24 0.72 -2.11  -0.363
C -0.56 1.90 -2.90  -0.927
C -2.64 1.37 -4.13  -0.877
C -1.84 1.63 5.20  -0.944
C -0.04 -2.84 2.49  0.172
C 0.66 -2.68 1.41  0.074
C 3.92 0.51 -2.56  0.360
C -2.73 1.78 -1.77  -0.146
H -2.23 0.63 5.00  0.280
H -5.02 -3.48 0.88  0.165
H 7.35 0.96 -2.63  0.330
H 0.10 3.63 3.32  0.295
H 3.15 0.44 -0.53  0.137
H -1.31 -4.61 2.72  0.189
H 0.42 -4.94 2.81  0.310
H -5.17 -1.68 2.25  0.187
H 6.85 0.80 -5.07  0.338
H -3.72 1.51 -4.03  0.325
H 2.25 -3.92 0.64  0.378
H -0.48 -2.02 3.07  0.095
H -4.01 -0.39 2.16  0.231
H -2.64 2.26 5.62  0.307
H -2.24 1.95 -4.97  0.261
H -1.04 1.56 5.96  0.311
H -0.89 2.43 2.04  0.255
H 5.40 0.77 -1.03  0.362
H -2.41 0.30 -4.29  0.284
H -0.12 0.89 -2.95  0.319
H -0.26 2.46 -3.80  0.323
H 2.60 0.56 -4.27  0.369
H -0.39 -4.15 4.18  0.366
H -0.20 2.42 -2.00  0.266
H 2.21 -2.16 0.22  -0.021
H -3.80 2.00 -1.93  0.325
H 0.28 3.22 5.06  0.320
H 1.08 -3.22 -0.57  0.202
H -3.48 -3.86 0.15  0.284
H 4.49 0.76 -5.91  0.335
H -1.06 4.29 4.51  0.330